The following is a quantum chemistry calculation of a 5-piece molecular cluster, C58H98F9NO2S overall in a non-equilibrium geometry, from OMol25.

Structure (ORCA input):
```
! RIJCOSX wB97M-V def2-TZVPD def2/J DEFGRID3
* xyz 0 1
C 5.5046 -0.6950 3.3702
C 5.6562 -2.1695 2.6501
C 5.2555 -2.1696 1.0429
C 6.4498 -1.5416 0.0912
C 5.8646 -0.4687 -1.0481
C 5.2229 0.7878 -0.1617
C 5.0182 2.1657 -1.0384
C 5.6832 3.4512 -0.2592
C 4.4270 4.3861 0.2865
C 3.4231 3.6129 1.3290
C 1.8594 3.9870 0.8698
C 0.7533 3.4999 1.9920
C -0.0834 4.7915 2.5782
C -1.5395 5.0452 1.8690
C -2.5283 3.7385 1.8200
C -2.8310 2.7456 3.1315
C -2.1485 3.0028 4.6012
C -2.5630 1.9193 5.7596
C -1.8036 0.4681 5.4417
C -2.8145 -0.8036 5.7921
O -2.7156 -1.9856 5.1305
O -3.8873 -0.7321 6.8312
C -3.8680 1.4547 2.9244
C -4.6479 1.1374 1.4869
C -4.3819 2.1354 0.2119
C -3.3086 3.4054 0.3910
S -3.0602 4.4394 -1.1967
C -3.1018 3.0956 -2.5548
C -2.1238 3.1515 -3.8927
C -2.2995 1.9056 -4.9668
C -3.4153 0.6861 -4.7422
C -4.4148 0.6767 -3.4029
C -5.5027 -0.5465 -3.3163
F -5.6786 -1.0437 -4.7322
F -6.8696 -0.0344 -2.9274
C -5.1269 -1.7403 -2.2575
F -6.0269 -1.5828 -1.0540
F -3.6808 -1.6052 -1.8690
C -5.4800 -3.2692 -2.8365
F -6.9255 -3.2729 -3.2765
F -4.5970 -3.6916 -3.9478
C -5.3739 -4.4344 -1.6739
F -6.7203 -4.9187 -1.2102
F -4.7270 -5.6173 -2.3240
F -4.5459 -4.0632 -0.5034
C -4.2294 1.8880 -2.2943
N -5.1254 1.8584 -1.0759
H 4.5474 -0.6660 4.0824
H 6.4754 -0.4009 3.9961
H 5.3437 0.1667 2.5898
H 4.9475 -2.9149 3.2253
H 6.7623 -2.5635 2.7441
H 5.0085 -3.2980 0.7512
H 4.2261 -1.5952 0.9541
H 6.9866 -2.4485 -0.4485
H 7.2266 -0.9720 0.7757
H 6.7584 -0.0105 -1.6576
H 5.0108 -0.9243 -1.7063
H 6.0298 1.0020 0.6880
H 4.1843 0.5097 0.3291
H 5.5565 2.0063 -2.0715
H 3.8648 2.3200 -1.2699
H 6.4117 3.1519 0.6067
H 6.2827 4.1039 -1.0353
H 4.8707 5.4034 0.7250
H 3.8094 4.6840 -0.6713
H 3.5695 2.4492 1.3580
H 3.6503 4.0223 2.4176
H 1.8686 5.1435 0.6686
H 1.6442 3.4724 -0.1736
H 1.3633 3.0613 2.9197
H 0.0355 2.6598 1.6032
H 0.5812 5.7491 2.3203
H -0.1625 4.8009 3.7694
H -2.0985 5.8571 2.5424
H -1.3435 5.5630 0.8381
H -2.4605 4.0654 4.9908
H -0.9696 2.8904 4.4503
H -2.1841 2.2819 6.8136
H -3.7321 1.7680 5.8139
H -0.7796 0.3637 6.0420
H -1.5216 0.3460 4.3079
H -4.7392 -0.7589 6.3005
H -4.1231 0.6891 3.8015
H -5.3815 0.2308 1.3240
H -1.3532 4.0322 -4.0748
H -1.6311 1.8969 -5.9298
H -3.4463 -0.1272 -5.5888
H -5.5928 0.9367 -0.9324
C -11.4835 3.5399 0.1333
C -10.6912 4.6671 -0.5103
C -10.3366 4.3840 -1.9720
C -9.4363 3.1615 -2.1942
C -8.0977 3.2071 -1.4540
C -7.2162 4.3653 -1.8944
H -10.9176 2.6041 0.1508
H -11.7296 3.7943 1.1695
H -12.4204 3.3662 -0.4052
H -9.7864 4.8619 0.0745
H -11.2884 5.5844 -0.4669
H -9.8592 5.2738 -2.3980
H -11.2630 4.2387 -2.5422
H -9.2452 3.0619 -3.2713
H -9.9705 2.2518 -1.9011
H -7.5634 2.2684 -1.6420
H -8.2564 3.2546 -0.3723
H -6.9967 4.2999 -2.9640
H -6.2650 4.3417 -1.3513
H -7.6858 5.3307 -1.6957
C -12.1534 6.2172 -5.1494
C -13.5358 6.0586 -5.7631
C -14.2153 4.7465 -5.3641
C -13.4881 3.4757 -5.8232
C -13.2656 3.3738 -7.3339
C -14.5649 3.3280 -8.1225
H -11.4704 5.4284 -5.4773
H -11.7153 7.1757 -5.4468
H -12.2080 6.1936 -4.0565
H -13.4666 6.1404 -6.8526
H -14.1641 6.8924 -5.4317
H -15.2388 4.7458 -5.7560
H -14.3125 4.7129 -4.2715
H -14.0667 2.6041 -5.4882
H -12.5194 3.4021 -5.3184
H -12.6968 2.4597 -7.5415
H -12.6471 4.2035 -7.6895
H -15.1702 2.4678 -7.8221
H -14.3521 3.2351 -9.1932
H -15.1572 4.2342 -7.9813
C 9.7877 -7.9855 1.1214
C 9.4230 -7.6747 2.5647
C 8.0516 -7.0090 2.7002
C 7.9247 -5.6432 2.0124
C 8.9334 -4.5922 2.4814
C 8.7881 -4.2475 3.9552
H 9.8470 -7.0785 0.5130
H 10.7655 -8.4762 1.0757
H 9.0501 -8.6561 0.6696
H 10.2007 -7.0489 3.0145
H 9.4148 -8.6108 3.1335
H 7.8121 -6.9075 3.7648
H 7.2876 -7.6776 2.2834
H 6.9082 -5.2624 2.1811
H 8.0210 -5.7655 0.9287
H 8.7856 -3.6798 1.8915
H 9.9568 -4.9223 2.2786
H 7.7878 -3.8577 4.1650
H 9.5168 -3.4790 4.2354
H 8.9621 -5.1158 4.5938
C 14.9986 -8.8032 0.7201
C 15.5518 -7.4164 1.0091
C 15.6470 -7.1155 2.5067
C 14.3059 -7.1122 3.2523
C 13.2702 -6.1268 2.7060
C 13.7205 -4.6778 2.8059
H 13.9809 -8.9224 1.1026
H 14.9664 -8.9800 -0.3600
H 15.6292 -9.5754 1.1718
H 14.9395 -6.6629 0.5032
H 16.5539 -7.3410 0.5731
H 16.1444 -6.1483 2.6414
H 16.3026 -7.8582 2.9789
H 14.4964 -6.8802 4.3090
H 13.8751 -8.1187 3.2413
H 12.3414 -6.2457 3.2764
H 13.0212 -6.3652 1.6674
H 13.9157 -4.4038 3.8468
H 12.9385 -4.0136 2.4217
H 14.6255 -4.4933 2.2238
*
```

Results
F_max = 0.1746 hartree/bohr

=====

The following is a quantum chemistry calculation of C59H125BaN6O15 as an isolated structure in a non-equilibrium geometry, from OMol25.

Structure (ORCA input):
```
! RIJCOSX wB97M-V def2-TZVPD def2/J DEFGRID3
* xyz 3 1
Ba -1.2413 -0.0774 0.8429
C -1.7456 3.6364 -1.0787
C -2.0686 5.1662 -1.1145
C -0.8585 6.0487 -1.3097
N -1.1329 7.5496 -1.7930
C -2.2470 8.2318 -0.9362
C -2.4381 9.6351 -1.4227
C -2.9625 9.5549 -2.8711
C -1.9525 8.8597 -3.8096
C -1.4447 7.5744 -3.3165
C 0.2055 8.2722 -1.6180
H -2.5433 2.9661 -0.7586
H -0.8974 3.5210 -0.4040
H -1.3474 3.2471 -2.0157
H -2.6280 5.4741 -0.2312
H -2.7824 5.4327 -1.8939
H -0.1061 5.5478 -1.9188
H -0.3593 6.2629 -0.3647
H -3.1867 7.6828 -0.9969
H -1.9755 8.2920 0.1177
H -3.1868 10.1676 -0.8362
H -1.5563 10.2529 -1.2521
H -3.9134 9.0254 -2.8120
H -3.1695 10.5973 -3.1134
H -2.4490 8.8564 -4.7800
H -1.1862 9.6208 -3.9566
H -2.2645 6.8579 -3.3665
H -0.5695 7.1414 -3.8009
H 0.5179 8.2023 -0.5761
H 0.1729 9.3223 -1.9085
H 0.8862 7.8780 -2.3726
C 0.7708 1.7729 5.3942
C -0.2405 2.8972 5.5578
C -0.7230 3.3465 4.1771
N -1.8972 4.4056 4.2101
C -3.1503 3.8277 4.9431
C -4.4258 4.7269 4.7964
C -4.6077 5.1370 3.3294
C -3.4121 5.8664 2.7146
C -2.1790 4.9333 2.8023
C -1.4121 5.6498 4.9214
H 0.2038 0.8666 5.1815
H 1.3369 1.7039 6.3231
H 1.4438 2.0720 4.5906
H 0.2891 3.7012 6.0690
H -1.0107 2.6911 6.3011
H -1.0548 2.4593 3.6377
H 0.0019 3.8890 3.5702
H -3.3708 2.9236 4.3756
H -2.9956 3.6100 5.9998
H -5.2468 4.1560 5.2303
H -4.2338 5.5301 5.5078
H -4.9211 4.3302 2.6669
H -5.4300 5.8491 3.2602
H -3.6600 6.1445 1.6903
H -3.2635 6.7966 3.2630
H -2.2869 4.0609 2.1578
H -1.2740 5.4351 2.4597
H -0.5632 6.1754 4.4842
H -1.1125 5.4033 5.9400
H -2.2194 6.3181 5.2211
C -4.7710 -7.8347 -1.3036
C -4.2653 -6.4469 -0.8736
C -5.1679 -5.8305 0.2214
N -4.8678 -4.4049 0.7148
C -4.4940 -3.3543 -0.3178
C -5.6313 -3.0266 -1.3238
C -6.8723 -2.4417 -0.5304
C -7.3293 -3.4544 0.6106
C -6.0874 -3.8426 1.5327
C -3.6308 -4.4326 1.6217
H -4.6874 -8.5544 -0.4893
H -4.1705 -8.2720 -2.1013
H -5.8276 -7.7392 -1.5540
H -4.1981 -5.8063 -1.7529
H -3.2309 -6.5106 -0.5359
H -5.2798 -6.4972 1.0764
H -6.1751 -5.8281 -0.1955
H -3.7124 -3.7663 -0.9561
H -4.0194 -2.4773 0.1223
H -5.9293 -3.9622 -1.7972
H -5.2933 -2.2729 -2.0350
H -7.6575 -2.0246 -1.1609
H -6.5499 -1.5226 -0.0411
H -7.8486 -4.3043 0.1678
H -8.0709 -2.9592 1.2374
H -6.3104 -4.6066 2.2774
H -5.7408 -3.0261 2.1662
H -2.8163 -4.6149 0.9207
H -3.7031 -5.0630 2.5081
H -3.5486 -3.4429 2.0709
C 2.1395 4.0056 -2.4887
C 2.5075 2.5897 -2.9746
C 1.9268 2.2940 -4.3489
N 2.1411 0.8418 -4.8997
C 1.8815 -0.2994 -3.9388
C 0.4283 -0.4927 -3.7340
C -0.4224 -0.8498 -5.0017
C -0.1875 0.3062 -5.9338
C 1.2949 0.5620 -6.1689
C 3.6213 0.6266 -5.1640
H 2.5358 4.3318 -1.5270
H 1.0499 4.0001 -2.5180
H 2.5595 4.6778 -3.2369
H 2.0870 1.9093 -2.2341
H 3.5778 2.4984 -3.1596
H 2.3315 3.0136 -5.0606
H 0.8541 2.3764 -4.1740
H 2.3027 -0.1044 -2.9525
H 2.2955 -1.2656 -4.2272
H 0.0998 0.3789 -3.1678
H 0.3043 -1.2444 -2.9544
H -1.4912 -0.8781 -4.7896
H -0.1080 -1.7161 -5.5838
H -0.7050 1.1518 -5.4806
H -0.5580 0.1702 -6.9499
H 1.4513 1.4153 -6.8289
H 1.7517 -0.3410 -6.5738
H 3.8515 1.4745 -5.8091
H 3.8100 -0.1947 -5.8554
H 4.2386 0.5487 -4.2690
C 4.1101 -1.4878 -1.5072
C 4.2529 -3.0042 -1.3864
C 3.2698 -3.7552 -2.3486
N 3.3356 -5.3399 -2.3475
C 4.7536 -5.7470 -2.9252
C 4.8016 -7.2135 -3.3591
C 3.6625 -7.5759 -4.3260
C 2.2754 -7.2036 -3.7317
C 2.1215 -5.7829 -3.2675
C 3.0988 -5.8989 -0.9086
H 4.1841 -1.2016 -2.5563
H 4.8562 -0.9753 -0.8999
H 3.1935 -1.0130 -1.1572
H 4.1593 -3.2633 -0.3318
H 5.2453 -3.3527 -1.6725
H 3.4301 -3.4201 -3.3733
H 2.2325 -3.6281 -2.0390
H 5.0432 -5.0629 -3.7228
H 5.4040 -5.6072 -2.0617
H 5.7591 -7.4878 -3.8018
H 4.7073 -7.8181 -2.4571
H 3.8532 -6.9755 -5.2155
H 3.5610 -8.6384 -4.5471
H 1.4946 -7.4527 -4.4504
H 2.1685 -7.8704 -2.8761
H 2.1935 -5.2263 -4.2019
H 1.1206 -5.5879 -2.8825
H 4.0129 -5.7058 -0.3472
H 2.9511 -6.9788 -0.8991
H 2.2477 -5.3216 -0.5473
C 6.9554 -4.3892 5.8725
C 5.6448 -4.3283 4.9942
C 5.7395 -3.1987 3.9395
N 4.3702 -2.7016 3.3898
C 4.5101 -1.8290 2.1042
C 5.1751 -0.4719 2.3148
C 4.2831 0.3504 3.1931
C 4.1487 -0.4087 4.5879
C 3.6064 -1.8519 4.4486
C 3.4078 -3.9234 3.0511
H 7.8933 -4.6716 5.3943
H 6.9044 -5.0780 6.7158
H 7.1879 -3.4141 6.3007
H 4.6780 -4.4129 5.4904
H 5.5315 -5.2908 4.4953
H 6.4178 -3.4224 3.1161
H 6.2160 -2.3176 4.3692
H 5.0503 -2.4688 1.4064
H 3.4839 -1.6972 1.7611
H 6.1720 -0.5724 2.7438
H 5.4491 0.1916 1.4945
H 4.7620 1.3262 3.2739
H 3.2969 0.4643 2.7428
H 5.0732 -0.4332 5.1650
H 3.4062 0.0823 5.2169
H 3.6480 -2.4451 5.3622
H 2.6078 -1.7987 4.0150
H 2.5033 -3.5476 2.5728
H 3.0179 -4.4895 3.8970
H 3.9794 -4.5596 2.3754
O 0.2676 -2.6866 4.3783
C -0.1012 -1.9398 3.3307
O -0.7961 -0.9284 3.4422
O 0.3751 -2.1331 2.2280
H -0.0728 -2.2103 5.1391
O -3.4094 -0.8752 -2.9469
C -2.9976 0.3039 -2.6534
O -3.4595 1.2966 -3.3271
O -2.1495 0.4560 -1.7567
H -2.8509 -1.3608 -2.3354
O -5.4678 1.1204 2.5721
C -4.3224 0.7057 2.0181
O -4.1895 -0.4912 1.9042
O -3.5241 1.5160 1.5917
H -5.9693 0.3020 2.5558
O 2.3445 2.6692 0.7615
C 1.3159 1.7808 0.8358
O 1.4298 0.7148 0.1899
O 0.2579 1.9861 1.4714
H 2.8937 2.0340 0.2962
O 0.8200 -3.3429 -0.2751
C -0.3920 -3.3103 -0.8595
O -0.6599 -4.1850 -1.6887
O -1.1586 -2.4186 -0.5192
H 0.5884 -3.0455 0.6078
*
```

Results
F_max = 0.1541 hartree/bohr

=====

| no. | orbital gap (eV) |
| --- | --- |
| 1 | 7.1 |
| 2 | 6.9 |